Record 1
C13H37O21P4V as an isolated structure. Source: the Open Molecules 2025 dataset; level of theory: the ωB97M-V functional and the def2-TZVPD basis.

Each line ends with the Löwdin spin population.
Positions of all 76 atoms, in Å:
V: -0.523 -1.575 1.220  0.92
P: -4.162 -1.167 2.041  0.00
P: -2.524 2.578 -2.194  0.00
P: 3.894 3.098 -1.271  0.00
P: 2.876 -2.968 0.471  0.00
O: -4.816 0.256 2.565  0.00
O: -0.827 -3.363 2.803  0.01
O: 0.191 -1.643 3.486  0.01
O: -3.106 1.917 -0.967  0.00
O: 5.328 3.324 -1.033  0.00
O: -0.077 -0.065 0.869  0.00
O: 3.238 3.705 -2.652  0.00
O: -0.927 2.936 -1.999  0.00
O: 2.949 3.751 -0.113  0.00
O: 3.476 -2.786 -1.004  0.00
O: -5.136 -1.795 0.897  0.00
O: 3.489 1.524 -1.385  0.00
O: -1.139 -2.181 -0.149  0.02
O: 3.937 -2.182 1.445  0.00
O: 3.071 -4.568 0.739  0.00
O: -3.203 3.939 -2.651  0.00
O: -4.399 -2.023 3.378  0.00
O: -2.702 -1.066 1.729  0.01
O: -2.473 1.691 -3.583  0.00
O: 1.494 -2.458 0.634  0.01
O: -0.419 -3.127 4.941  0.00
C: -3.277 0.496 -3.636  0.00
C: 2.892 5.137 0.167  0.00
C: 3.401 0.697 -0.233  0.00
C: 2.435 -5.172 1.817  0.00
C: -0.324 -2.756 3.723  0.01
C: 5.317 -2.492 1.408  0.00
C: -3.191 5.046 -1.738  0.00
C: 3.610 3.334 -3.959  0.00
C: 2.690 -3.155 -2.139  0.00
C: -5.053 -1.353 -0.475  0.00
C: -0.020 1.923 -1.645  0.00
C: -4.098 -3.328 3.674  0.00
C: -4.206 1.468 2.281  0.00
H: 2.519 0.060 -0.290  0.00
H: -5.058 -3.761 3.954  0.00
H: 1.747 -4.557 2.397  0.00
H: 0.428 2.391 -0.769  0.00
H: -3.931 0.536 -4.507  0.00
H: -2.309 5.685 -1.788  0.00
H: -4.062 5.680 -1.901  0.00
H: 3.011 5.370 1.226  0.00
H: 5.523 -3.356 0.776  0.00
H: 5.652 -2.819 2.392  0.00
H: -0.078 -2.313 5.318  0.00
H: 3.679 5.645 -0.390  0.00
H: -4.888 2.195 1.839  0.00
H: 4.605 2.908 -3.831  0.00
H: 3.145 -5.554 2.551  0.00
H: 5.958 -1.630 1.220  0.00
H: -3.923 0.296 -2.780  0.00
H: 2.311 -2.151 -2.331  0.00
H: 3.875 4.307 -4.371  0.00
H: 1.917 5.528 -0.122  0.00
H: 3.224 -3.598 -2.980  0.00
H: -6.061 -1.137 -0.830  0.00
H: 1.832 -3.798 -1.946  0.00
H: -4.358 -0.515 -0.512  0.00
H: -3.992 1.739 3.315  0.00
H: -4.641 -2.199 -1.026  0.00
H: -3.340 1.382 1.625  0.00
H: 4.276 0.071 -0.059  0.00
H: -3.477 -3.453 4.561  0.00
H: -3.619 -3.900 2.879  0.00
H: 3.134 1.334 0.610  0.00
H: 2.885 2.688 -4.455  0.00
H: -2.599 -0.339 -3.814  0.00
H: 1.818 -5.940 1.350  0.00
H: -3.201 4.757 -0.687  0.00
H: -0.346 0.884 -1.590  0.00
H: 0.658 1.967 -2.497  0.00

Its expectation value of S² is 0.755. As for the spin multiplicity: 2. As for the HOMO energy (spin up / spin down): -2.1 / -3.9 eV. The energy is -4407.4017 Ha. As for the total charge: -1. The max |F| comes out at 4.94 eV Å⁻¹. For the molecular weight, the calculation gives 704.3 g/mol.

***

Record 2
A 2-piece molecular cluster, C9H10Br2FO7PS2 overall. Source: the Open Molecules 2025 dataset; level of theory: the ωB97M-V functional and the def2-TZVPD basis.

Each line ends with the natural charge from an NBO analysis.
Positions of all 32 atoms, in Å:
Br: 4.224 -3.951 3.447  -0.20
Br: 4.050 -3.293 0.059  0.11
S: 0.372 -3.307 -0.291  0.04
S: 1.858 -0.364 2.136  2.54
P: 2.191 -3.590 2.679  1.07
F: -2.700 0.616 -0.497  -0.34
O: 1.499 -0.546 3.493  -0.88
O: 1.920 -5.013 1.934  -0.99
O: 2.085 0.929 1.614  -0.87
O: 0.016 -0.156 -1.477  -0.45
O: 3.134 -1.263 1.734  -0.74
O: 0.797 -1.211 1.262  -0.71
O: 1.322 0.119 -0.958  -0.26
C: -2.346 4.207 -0.413  -0.18
C: -2.184 2.870 -0.077  -0.29
C: -3.849 3.594 -2.186  -0.19
C: -3.695 2.253 -1.867  -0.28
C: -3.177 4.571 -1.463  -0.23
C: 1.985 -1.107 -0.897  -0.13
C: 1.498 -2.012 0.292  0.05
C: -2.865 1.926 -0.816  0.39
C: 2.690 -2.514 1.149  -0.15
H: -3.300 5.615 -1.719  0.22
H: -4.498 3.875 -3.005  0.22
H: -1.817 4.965 0.150  0.22
H: -0.558 0.224 -0.796  0.48
H: 1.201 -3.671 -1.275  0.14
H: -4.201 1.472 -2.417  0.23
H: 1.015 -5.296 2.092  0.51
H: 1.835 -1.642 -1.834  0.20
H: -1.544 2.562 0.740  0.23
H: 3.041 -0.864 -0.791  0.22

As for the spin multiplicity: 1. As for the HOMO energy: -9.5 eV. The energy is -7261.1574 Ha. The max |F| comes out at 0.53 eV Å⁻¹. As for the SMILES: O=S1(=O)O[C@@](Br)(P(O)Br)[C@](S)(COO)O1.Fc1ccccc1. For the molecular weight, the calculation gives 504.1 g/mol.